The following is a quantum chemistry calculation of C22H19GaN3O2S2 as an isolated structure, from OMol25.

CARTESIAN COORDINATES (ANGSTROEM)
Ga  -0.053  -0.500  0.362
N  -1.335  -0.134  -1.372
C  -2.146  -1.321  -1.576
C  -2.248  -1.836  -2.861
C  -3.001  -2.971  -3.110
C  -3.648  -3.601  -2.062
C  -3.560  -3.080  -0.785
C  -2.822  -1.926  -0.506
C  -2.822  -1.400  0.878
C  -3.983  -1.471  1.650
C  -3.995  -1.035  2.963
C  -2.842  -0.538  3.546
C  -1.682  -0.444  2.797
C  -1.673  -0.867  1.473
H  -1.921  0.599  -0.957
H  -1.000  0.209  -2.274
H  -1.746  -1.339  -3.681
H  -3.089  -3.355  -4.113
H  -4.221  -4.499  -2.238
H  -4.070  -3.584  0.021
H  -4.890  -1.857  1.209
H  -4.906  -1.074  3.539
H  -2.843  -0.218  4.575
H  -0.780  -0.018  3.230
O  3.674  -1.386  3.624
C  3.391  -0.091  3.778
C  3.792  0.515  4.970
C  3.516  1.840  5.219
C  2.824  2.604  4.282
C  2.413  2.028  3.105
C  2.673  0.675  2.833
C  2.074  0.070  1.665
O  1.164  0.751  0.983
N  2.358  -1.174  1.377
N  1.568  -1.705  0.397
C  1.773  -2.938  0.060
S  0.717  -3.685  -1.096
C  1.823  -5.120  -1.347
C  2.450  -5.448  -0.013
S  3.069  -3.885  0.712
H  3.338  -1.692  2.758
H  4.309  -0.102  5.687
H  3.833  2.283  6.150
H  2.601  3.637  4.491
H  1.865  2.600  2.372
H  2.573  -4.831  -2.085
H  1.215  -5.935  -1.732
H  3.297  -6.121  -0.130
H  1.736  -5.879  0.692

total energy	-3885.51376	hartree
HOMO level	-0.39476	Ha
multiplicity	1
gap between HOMO and LUMO	7.7	eV
charge	+1
max |F|	1.350	eV/A
LUMO	-3.01	eV